# 1
Entry from the Open Molecules 2025 dataset: a 2-piece molecular cluster, C3H12NO2 overall at a distorted geometry (ωB97M-V/def2-TZVPD).

The value obtained for the highest occupied orbital energy is -14.97 eV. As for the lowest unoccupied orbital energy: -3.074 eV. As for the net charge: +1. As for the frontier orbital gap: 11.89 eV. The total energy comes out at -326.42823 Eh.

Each line ends with the Löwdin charge.
Atoms and positions in Å:
O  0.18  1.43  -1.80  -0.043
C  -1.19  1.09  -1.63  -0.181
C  -1.43  0.55  -0.07  -0.060
N  -0.10  -0.06  0.53  -0.022
C  -0.32  -1.37  1.44  0.055
H  0.19  2.00  -2.52  0.060
H  -1.42  0.33  -2.32  0.088
H  -2.05  1.89  -1.71  0.156
H  -1.83  1.41  0.53  0.130
H  -2.14  -0.30  -0.17  0.124
H  0.78  0.18  -0.14  0.204
H  0.15  0.65  1.25  0.155
H  0.75  -1.48  1.74  0.081
H  -1.08  -1.11  2.22  0.113
H  -0.66  -2.17  0.79  0.090
H  3.48  -0.80  1.38  0.044
H  3.67  -1.07  -0.13  0.085
O  3.02  -1.16  0.62  -0.078

=====

# 2
Entry from the Open Molecules 2025 dataset: a 3-piece molecular cluster, C3H12NO2 overall at a distorted geometry (ωB97M-V/def2-TZVPD).

The value obtained for the highest occupied orbital energy is -14.36 eV. As for the lowest unoccupied orbital energy: -3.511 eV. As for the net charge: +1. As for the frontier orbital gap: 10.85 eV. The total energy comes out at -326.46242 Eh.

Each line ends with the Löwdin charge.
Atoms and positions in Å:
C  1.69  0.66  -1.94  -0.028
C  0.44  0.48  -1.15  -0.335
C  -0.82  0.66  -1.49  0.120
N  0.71  0.24  0.29  0.210
H  1.46  0.88  -2.97  0.096
H  2.25  -0.26  -1.85  0.099
H  2.34  1.46  -1.56  0.095
H  -1.61  0.23  -0.87  0.059
H  -1.11  1.23  -2.37  0.097
H  0.79  -0.69  0.73  0.141
H  1.63  0.65  0.53  0.170
H  0.07  0.73  0.92  0.159
H  -2.88  -1.41  1.65  0.056
H  -3.23  -0.31  0.67  0.051
O  -2.49  -0.85  0.97  -0.064
H  1.02  -1.04  2.93  0.058
H  -0.53  -1.17  2.97  0.054
O  0.27  -1.50  2.55  -0.039

=====

# 3
Entry from the Open Molecules 2025 dataset: a 3-piece molecular cluster, C3H12NO2 overall at a distorted geometry (ωB97M-V/def2-TZVPD).

The value obtained for the highest occupied orbital energy is -14.38 eV. As for the lowest unoccupied orbital energy: -3.087 eV. As for the net charge: +1. As for the frontier orbital gap: 11.29 eV. The total energy comes out at -326.47406 Eh.

Each line ends with the Löwdin charge.
Atoms and positions in Å:
C  -2.58  2.14  1.82  -0.065
C  -1.64  1.54  0.80  -0.111
C  -0.78  0.59  1.09  -0.084
N  0.17  0.13  0.05  0.167
H  -3.07  3.02  1.40  0.083
H  -2.06  2.44  2.72  0.086
H  -3.33  1.39  2.08  0.092
H  -1.84  1.83  -0.23  0.125
H  -0.70  -0.10  1.93  0.138
H  1.09  0.57  0.18  0.170
H  -0.14  0.42  -0.87  0.160
H  0.36  -0.90  0.02  0.101
H  2.26  -2.06  -0.66  0.055
H  1.49  -3.09  0.23  0.084
O  1.50  -2.17  -0.08  -0.035
H  2.56  -2.44  -3.59  0.045
H  3.54  -1.41  -3.82  0.055
O  3.15  -1.89  -3.06  -0.068

=====

# 4
Entry from the Open Molecules 2025 dataset: a 2-piece molecular cluster, C3H12NO2 overall at a distorted geometry (ωB97M-V/def2-TZVPD).

The value obtained for the highest occupied orbital energy is -14.97 eV. As for the lowest unoccupied orbital energy: -3.126 eV. As for the net charge: +1. As for the frontier orbital gap: 11.84 eV. The total energy comes out at -326.49050 Eh.

Each line ends with the Löwdin charge.
Atoms and positions in Å:
C  -0.61  0.22  -0.06  -0.085
C  -0.23  0.79  1.30  -0.382
C  -0.19  -0.33  2.35  -0.024
O  1.12  1.24  1.15  -0.047
N  0.61  -0.40  -0.72  0.193
H  -1.40  -0.51  0.00  0.132
H  -0.87  1.02  -0.76  0.137
H  -0.86  1.64  1.54  0.155
H  -0.88  -1.16  2.23  0.085
H  -0.41  0.12  3.33  0.094
H  0.82  -0.73  2.41  0.090
H  1.28  2.17  1.34  0.120
H  0.33  -1.05  -1.47  0.134
H  1.30  -0.61  0.00  0.157
H  1.07  0.36  -1.22  0.157
H  0.20  -1.16  -4.32  0.072
H  -1.12  -0.87  -3.58  0.065
O  -0.16  -0.74  -3.52  -0.054

=====

# 5
Entry from the Open Molecules 2025 dataset: a 2-piece molecular cluster, C3H12NO2 overall at a distorted geometry (ωB97M-V/def2-TZVPD).

The value obtained for the highest occupied orbital energy is -14.60 eV. As for the lowest unoccupied orbital energy: -3.182 eV. As for the net charge: +1. As for the frontier orbital gap: 11.42 eV. The total energy comes out at -326.47575 Eh.

Each line ends with the Löwdin charge.
Atoms and positions in Å:
C  -0.14  -0.98  -0.15  -0.134
C  0.90  0.09  0.11  -0.422
C  1.55  -0.22  1.41  -0.049
O  1.66  0.08  -1.11  -0.029
N  -1.04  -0.67  -1.30  0.204
H  0.28  -2.01  -0.18  0.158
H  -0.80  -1.00  0.74  0.146
H  0.42  1.10  0.09  0.151
H  1.38  -1.16  1.95  0.099
H  1.23  0.43  2.25  0.101
H  2.58  0.15  1.57  0.108
H  2.56  -0.21  -0.94  0.102
H  -1.87  -1.26  -1.40  0.180
H  -0.43  -0.69  -2.13  0.173
H  -1.46  0.25  -1.21  0.112
H  -2.74  1.96  0.74  0.077
H  -1.85  2.46  -0.39  0.063
O  -2.26  1.66  -0.05  -0.042

=====

# 6
Entry from the Open Molecules 2025 dataset: a 3-piece molecular cluster, C3H12NO3 overall at a distorted geometry (ωB97M-V/def2-TZVPD).

The value obtained for the highest occupied orbital energy (alpha / beta) is -2.93 / -7.29 eV. As for the expectation value of S²: 0.753. As for the lowest unoccupied orbital energy (alpha / beta): 0.206 / 0.104 eV. Its spin multiplicity is 2. As for the frontier orbital gap (alpha / beta): 3.13 / 7.40 eV. The total energy comes out at -401.82330 Eh.

Each line ends with the Löwdin charge.
Atoms and positions in Å:
C  0.76  0.39  0.23  -0.183
C  0.22  0.87  1.57  -0.231
C  -1.10  1.63  1.47  -0.383
O  -1.71  1.62  0.35  -0.206
N  1.49  -0.90  0.46  0.123
H  1.59  1.03  -0.14  0.139
H  -0.09  0.17  -0.40  0.068
H  0.92  1.74  1.90  0.127
H  0.24  0.15  2.40  0.072
H  -1.44  2.32  2.24  0.065
H  0.89  -1.55  0.97  0.127
H  2.34  -0.77  1.02  0.140
H  1.80  -1.36  -0.42  0.125
H  -2.61  -1.15  -1.33  0.063
H  -2.27  0.35  -1.47  0.056
O  -1.88  -0.52  -1.29  -0.074
H  0.61  -1.87  -2.99  0.050
H  -0.35  -0.97  -2.25  0.006
O  0.60  -1.17  -2.32  -0.087

=====

# 7
Entry from the Open Molecules 2025 dataset: a 4-piece molecular cluster, C3H12NO3 overall at a distorted geometry (ωB97M-V/def2-TZVPD).

The value obtained for the highest occupied orbital energy is -14.73 eV. As for the lowest unoccupied orbital energy: -4.285 eV. As for the net charge: +1. As for the frontier orbital gap: 10.45 eV. The total energy comes out at -401.68306 Eh.

Each line ends with the Löwdin charge.
Atoms and positions in Å:
C  -0.44  -1.57  -0.58  -0.129
C  0.49  -2.47  -0.38  0.090
C  -0.80  0.51  0.46  0.140
N  -0.17  -0.15  -0.43  0.059
H  -1.41  -1.74  -1.04  0.129
H  1.51  -2.29  -0.10  0.079
H  0.35  -3.54  -0.51  0.084
H  -0.79  1.58  0.59  0.123
H  -1.41  -0.08  1.11  0.127
H  0.66  0.16  -0.95  0.145
H  3.58  -0.35  -1.49  0.049
H  3.24  1.18  -1.68  0.059
O  2.91  0.32  -1.38  -0.053
H  0.82  1.33  4.12  0.045
H  -0.63  1.70  3.68  0.036
O  0.06  1.04  3.61  -0.057
H  -2.40  1.43  -2.43  0.063
H  -3.05  1.80  -1.09  0.059
O  -2.50  1.13  -1.51  -0.048

=====

# 8
Entry from the Open Molecules 2025 dataset: a 4-piece molecular cluster, C3H12NO3S overall at a distorted geometry (ωB97M-V/def2-TZVPD).

The value obtained for the highest occupied orbital energy (alpha / beta) is 1.01 / 0.61 eV. As for the expectation value of S²: 0.756. As for the lowest unoccupied orbital energy (alpha / beta): 6.171 / 6.105 eV. As for the net charge: -2. Its spin multiplicity is 2. As for the frontier orbital gap (alpha / beta): 5.16 / 5.50 eV. The total energy comes out at -799.95126 Eh.

Each line ends with the Löwdin charge.
Atoms and positions in Å:
C  -0.21  1.31  0.41  -0.354
O  1.00  1.78  1.07  -0.385
C  -0.45  -0.12  0.40  -0.543
C  -1.99  -0.53  0.48  -0.812
S  -2.95  -0.19  -1.00  0.035
N  0.31  -1.13  1.20  0.027
H  -0.99  1.82  0.99  0.089
H  -0.30  1.72  -0.61  0.094
H  -0.38  -0.54  -0.65  -0.060
H  -2.40  -0.11  1.46  0.048
H  -2.11  -1.53  0.87  0.005
H  -0.38  -1.30  -1.27  0.110
H  0.69  -0.50  1.93  0.053
H  1.05  -1.28  0.47  0.039
H  2.97  -0.79  -0.75  -0.034
H  2.76  -1.53  -2.17  0.090
O  2.72  -1.66  -1.12  -0.177
H  2.20  1.22  0.45  -0.017
H  3.28  1.80  -0.20  -0.008
O  3.10  0.88  -0.03  -0.200

=====

# 9
Entry from the Open Molecules 2025 dataset: a 2-piece molecular cluster, C3H12NOS2 overall at a distorted geometry (ωB97M-V/def2-TZVPD).

The value obtained for the highest occupied orbital energy is -13.06 eV. As for the lowest unoccupied orbital energy: -3.057 eV. As for the net charge: +1. As for the frontier orbital gap: 10.00 eV. The total energy comes out at -1047.62129 Eh.

Each line ends with the Löwdin charge.
Atoms and positions in Å:
N  -0.69  0.06  1.01  0.148
C  -0.36  0.84  -0.23  -0.342
C  -0.03  -0.23  -1.29  -0.056
C  0.89  1.72  0.03  -0.460
S  1.73  1.53  1.64  0.483
S  2.47  -0.36  1.83  0.375
H  -0.54  0.57  1.89  0.123
H  -1.60  -0.39  0.92  0.146
H  -0.07  -0.75  0.99  0.088
H  -1.13  1.52  -0.58  0.153
H  -0.90  -0.38  -1.93  0.083
H  0.64  0.23  -2.02  0.089
H  0.29  -1.20  -0.95  0.082
H  1.62  1.57  -0.77  0.075
H  0.70  2.79  0.07  0.078
H  3.54  -0.26  1.02  -0.164
H  -1.88  -3.09  -0.66  0.079
H  -2.79  -2.00  -0.66  0.076
O  -1.88  -2.17  -0.34  -0.055

=====

# 10
Entry from the Open Molecules 2025 dataset: a 2-piece molecular cluster, C3H12NOS2 overall at a distorted geometry (ωB97M-V/def2-TZVPD).

The value obtained for the highest occupied orbital energy (alpha / beta) is -18.64 / -18.49 eV. As for the expectation value of S²: 0.756. As for the lowest unoccupied orbital energy (alpha / beta): -7.446 / -11.738 eV. As for the net charge: +2. Its spin multiplicity is 2. As for the frontier orbital gap (alpha / beta): 11.19 / 6.75 eV. The total energy comes out at -1047.18236 Eh.

Each line ends with the Löwdin charge.
Atoms and positions in Å:
N  2.17  0.94  0.01  0.187
C  1.12  0.07  0.61  -0.154
C  -0.24  0.82  0.64  -0.438
S  -1.78  0.00  0.15  0.760
S  -1.68  -0.91  -1.60  0.739
C  -0.77  -2.46  -1.42  -0.344
H  1.84  1.51  -0.78  0.179
H  2.94  0.38  -0.36  0.183
H  2.58  1.59  0.72  0.131
H  1.37  -0.09  1.65  0.131
H  1.00  -0.84  0.04  0.088
H  -0.39  1.23  1.64  0.106
H  -0.24  1.75  0.08  0.091
H  0.17  -2.24  -0.91  0.025
H  -0.46  -2.91  -2.36  0.076
H  -1.30  -3.20  -0.82  0.086
H  3.74  1.71  2.88  0.095
H  2.52  2.66  2.85  0.088
O  2.86  1.83  2.49  -0.027

=====

# 11
Entry from the Open Molecules 2025 dataset: a 3-piece molecular cluster, C3H12O2S2 overall at a distorted geometry (ωB97M-V/def2-TZVPD).

The value obtained for the highest occupied orbital energy is -9.12 eV. As for the lowest unoccupied orbital energy: 0.381 eV. The SMILES is CCSSC.O.O. As for the frontier orbital gap: 9.50 eV. The total energy comes out at -1068.33573 Eh.

Each line ends with the Löwdin charge.
Atoms and positions in Å:
C  0.44  -1.56  -0.84  -0.145
C  0.02  -1.96  0.59  -0.673
S  0.90  -1.30  1.93  0.515
S  0.48  0.67  2.03  0.460
C  1.56  1.51  0.89  -0.509
H  1.40  -1.98  -1.09  0.063
H  0.39  -0.50  -0.99  0.020
H  -0.27  -1.99  -1.56  0.080
H  -1.06  -1.95  0.59  0.062
H  0.18  -3.04  0.65  0.070
H  1.11  2.44  0.58  0.014
H  2.54  1.78  1.24  0.031
H  1.80  0.97  -0.02  0.022
O  -0.56  1.71  -1.52  -0.055
H  0.28  1.99  -1.89  0.050
H  -0.71  2.23  -0.72  0.030
O  -3.21  0.28  -0.06  -0.058
H  -2.76  -0.14  0.69  0.022
H  -2.55  0.83  -0.50  0.001

=====

# 12
Entry from the Open Molecules 2025 dataset: a 3-piece molecular cluster, C3H12O3 overall at a distorted geometry (ωB97M-V/def2-TZVPD).

The value obtained for the highest occupied orbital energy is -10.62 eV. As for the lowest unoccupied orbital energy: 0.654 eV. The SMILES is CCCO.O.O. As for the frontier orbital gap: 11.28 eV. The total energy comes out at -347.20415 Eh.

Each line ends with the Löwdin charge.
Atoms and positions in Å:
C  1.65  -0.12  0.43  -0.101
C  1.47  0.58  -0.91  -0.245
C  0.15  1.32  -1.05  -0.218
O  -0.94  0.35  -1.23  -0.102
H  0.97  -0.98  0.49  0.057
H  2.67  -0.46  0.57  0.071
H  1.40  0.50  1.30  0.080
H  1.56  -0.16  -1.70  0.107
H  2.31  1.27  -1.04  0.107
H  0.20  2.02  -1.89  0.115
H  -0.15  1.75  -0.11  0.116
H  -0.90  0.12  -2.17  0.099
O  -1.92  0.02  2.44  -0.083
H  -2.77  -0.30  2.12  0.025
H  -1.32  -0.53  1.92  -0.009
O  -1.81  -1.75  0.44  -0.070
H  -1.30  -1.09  -0.06  0.001
H  -1.28  -2.55  0.44  0.052

=====

Record order is preserved below.
ΔE to the lowest compared entry with this formula, charge and spin: 53.3, 31.8, 24.5, 14.2, 23.4, 29.9, 41.4, 61.5, 16.8, 0.0, 17.9, 2.8 kcal per mole